(1)
13
Properties=species:S:1:pos:R:3:forces:R:3:mulliken_charge:R:1 method="wB97M-V/def2-TZVPD" charge=0 smiles="C=Cn1cccn1" orbital_gap_ev=9.626 e_homo_ev=-8.88
C 0.2859 -0.1382 -2.4606 0.8 -1.0 1.1 -0.596
C 0.1654 0.6902 -1.4328 -2.5 2.0 -0.3 0.086
N -0.1052 0.2746 -0.0908 -0.3 1.2 2.6 0.542
C -0.0670 -0.9526 0.5350 -0.1 3.2 3.7 -0.183
C -0.1800 -0.8107 1.9816 1.8 1.3 -2.2 -0.668
C -0.2562 0.6258 2.0479 -1.0 -0.3 -0.4 -0.144
N -0.3184 1.3064 0.9245 1.1 -2.5 -1.8 -0.780
H 0.3180 0.4448 -3.3989 0.2 -1.5 0.1 0.252
H 0.4330 -1.2623 -2.1695 -0.3 2.1 -1.6 0.155
H -0.1042 1.8273 -1.7382 0.9 -2.7 1.7 0.239
H 0.0673 -1.8078 0.0308 0.5 -2.8 -1.9 0.386
H 0.2215 -1.4232 2.8774 -1.3 0.6 -2.1 0.262
H -0.4599 1.2259 2.8935 0.1 0.3 1.1 0.448

---

(2)
13
Properties=species:S:1:pos:R:3:forces:R:3:mulliken_charge:R:1 method="wB97M-V/def2-TZVPD" charge=0 smiles="[H]/N=C/C#C.C=C=N" orbital_gap_ev=8.841 e_homo_ev=-8.54
H -2.6980 -1.0040 -0.8262 0.3 -0.6 0.3 0.230
N -1.7312 -0.9233 -1.1345 -0.5 1.2 -1.1 -0.621
C -0.8296 -1.2102 -0.3071 -1.3 -0.7 -0.5 -0.147
C 0.5284 -1.0374 -0.6189 3.7 -1.1 -0.7 -0.488
C 1.7253 -1.1154 -0.8459 -2.5 0.3 0.6 0.128
H -1.0694 -1.7059 0.5919 0.0 -0.4 1.5 0.419
H 2.7671 -1.0692 -0.9971 0.4 0.0 -0.2 0.434
C 0.5723 1.3477 1.6633 1.0 -0.2 1.0 -0.911
C 0.1782 1.3811 0.4327 -2.0 0.4 -4.0 0.595
N -0.1884 1.5268 -0.7293 1.8 2.0 2.5 -0.535
H -0.0820 1.8959 2.3673 1.0 -0.6 -0.1 0.259
H 1.5799 0.8652 1.7917 -1.3 0.7 0.6 0.243
H -0.7525 1.0487 -1.3877 -0.6 -1.0 0.0 0.395

---

(3)
13
Properties=species:S:1:pos:R:3:forces:R:3:mulliken_charge:R:1 method="wB97M-V/def2-TZVPD" charge=0 smiles="C1=N[C@H]1C[C@H]1C=N1" orbital_gap_ev=10.865 e_homo_ev=-9.77
C -0.6629 1.8565 0.1727 -0.4 0.0 -0.1 -0.163
N -1.9079 1.6921 0.1817 0.4 0.1 -0.2 -0.534
C -1.0221 0.6012 0.7781 0.2 -0.3 0.1 -0.010
C -0.7219 -0.6600 -0.0098 0.0 0.0 -0.1 -0.734
C 0.7717 -0.9441 0.0949 -0.2 -0.2 0.3 0.085
C 1.7224 -0.8736 -0.9935 0.1 0.3 0.2 -0.259
N 1.7316 0.1743 -0.3056 0.1 -0.4 -0.3 -0.459
H 0.1029 2.4827 -0.2670 -0.2 0.2 0.3 0.337
H -1.0537 0.4961 1.8645 0.0 0.1 -0.2 0.396
H -1.0220 -0.4986 -1.0529 0.1 0.0 0.1 0.342
H -1.2856 -1.5203 0.3692 0.1 0.1 0.0 0.293
H 1.0781 -1.4921 0.9861 -0.1 0.1 0.0 0.364
H 2.2695 -1.3142 -1.8184 -0.2 0.1 0.0 0.341

---

(4)
13
Properties=species:S:1:pos:R:3:forces:R:3:mulliken_charge:R:1 method="wB97M-V/def2-TZVPD" charge=0 orbital_gap_ev="7.721 / 7.721" e_homo_ev="-7.78 / -7.78"
C 0.0613 1.3904 -1.3971 1.3 1.2 -1.6 0.401
C -0.4229 -0.3185 1.4426 1.0 0.8 -1.7 0.209
C 1.2734 0.7687 -1.8699 -3.7 -2.4 -1.5 -0.433
C -0.8819 1.3159 -0.3872 -2.0 0.8 0.5 -0.345
C -0.2893 -1.7187 1.8206 -1.4 -2.1 1.6 -0.816
N 0.5544 1.9467 -2.4449 -0.9 -0.2 0.7 -0.626
N -0.6423 0.3951 0.5145 -0.4 -1.0 1.7 -0.062
H 2.0616 0.8889 -1.2712 3.5 0.5 1.8 0.303
H 1.0649 -0.2693 -2.2657 0.8 1.1 -0.1 0.187
H -1.8274 1.9215 -0.2862 1.3 -0.8 -0.2 0.343
H 0.8145 -2.0651 1.9666 -2.1 0.6 -1.1 0.270
H -1.1060 -2.4188 1.3136 2.4 1.1 0.2 0.263
H -0.6603 -1.8367 2.8645 0.3 0.4 -0.3 0.305

---

(5)
13
Properties=species:S:1:pos:R:3:forces:R:3:mulliken_charge:R:1 method="wB97M-V/def2-TZVPD" charge=0 smiles=N#C[C@H]1C[C@H]2CN21 orbital_gap_ev=9.962 e_homo_ev=-9.75
N 2.1347 -0.9204 0.5452 0.8 -0.6 1.1 -0.288
C 1.6787 -0.3351 1.4564 -0.1 -0.4 -2.0 -0.211
C 0.6670 0.5777 0.5825 -0.3 0.6 0.3 0.360
C 0.3801 0.5390 -0.9623 0.1 0.0 0.1 -0.833
C -1.0507 0.2541 -0.5348 -0.2 0.1 -0.3 -0.059
C -1.0991 -0.9702 0.2669 0.0 -0.2 0.0 -0.239
N -0.7183 0.2813 0.9361 -0.2 0.2 0.3 -0.503
H 0.9895 1.5603 0.8993 -0.3 0.2 0.0 0.413
H 0.8480 -0.2145 -1.6005 0.0 0.1 0.2 0.295
H 0.5203 1.5277 -1.4101 0.0 -0.2 0.2 0.255
H -1.9359 0.7699 -0.8964 0.2 -0.1 0.0 0.324
H -0.3482 -1.7453 0.1080 -0.1 0.2 0.1 0.248
H -2.0661 -1.3245 0.6098 0.1 0.1 -0.1 0.240

---

(6)
13
Properties=species:S:1:pos:R:3:forces:R:3:mulliken_charge:R:1 method="wB97M-V/def2-TZVPD" charge=0 orbital_gap_ev=9.779 e_homo_ev=-8.90
C -1.4078 -0.5157 -0.0211 -2.5 0.7 -1.9 -0.506
C -0.5157 -0.0024 -1.3512 -3.5 0.2 -3.4 -0.453
C 1.8804 0.5868 0.0241 -5.5 -1.5 -0.4 -0.021
C 0.4472 0.1560 1.7039 4.7 -3.3 4.1 -0.475
C -0.0922 -0.3509 0.5953 -0.5 1.3 0.0 0.333
H -2.2125 0.1662 0.4562 1.6 -0.4 -1.1 0.209
H -2.0465 -1.4467 -0.1245 1.7 0.5 0.0 0.252
H -0.5639 -0.7571 -2.2645 0.7 1.1 2.0 0.219
H -0.7773 0.9968 -1.8705 0.1 -1.4 1.2 0.262
H 2.4027 0.9783 -0.7341 3.1 1.4 -1.8 0.398
H 0.4620 -0.4560 2.7876 -0.5 2.4 -2.8 0.228
N 0.6035 0.1032 -0.4828 1.4 -1.7 1.6 0.055
N 1.8203 0.5414 1.2817 -0.8 0.5 2.5 -0.501

---

(7)
13
Properties=species:S:1:pos:R:3:forces:R:3:mulliken_charge:R:1 method="wB97M-V/def2-TZVPD" charge=+2 orbital_gap_ev="8.087 / 8.089" e_homo_ev="-20.11 / -20.11"
C -3.2417 0.5046 -0.3522 5.3 -2.1 4.3 0.171
C -1.9598 0.1531 0.0244 1.1 -0.4 -1.6 0.089
C 1.8676 1.2351 0.3285 0.3 -0.7 -0.4 -0.016
C 1.0621 -1.3410 0.3496 1.9 -0.4 -0.2 -0.217
C 0.3289 -0.5671 -0.6777 -0.8 0.6 3.1 -0.133
N -2.9378 0.1374 0.9228 -0.4 0.5 -1.0 -0.115
N 1.2717 0.1016 0.1432 -0.8 1.3 -0.8 0.102
H -3.9689 0.6848 -0.9914 -3.7 1.2 -2.7 0.449
H 1.8342 2.1060 -0.3713 -0.7 -0.8 0.6 0.300
H 2.5411 1.2756 1.1738 0.2 0.1 0.1 0.309
H 0.9755 -1.8172 1.3481 -1.1 0.6 -0.5 0.327
H 1.9216 -1.8539 -0.1621 -0.7 0.1 0.2 0.320
H 0.3056 -0.6189 -1.7358 -0.6 0.1 -1.0 0.414

---

(8)
14
Properties=species:S:1:pos:R:3:forces:R:3:mulliken_charge:R:1 method="wB97M-V/def2-TZVPD" charge=0 orbital_gap_ev=8.325 e_homo_ev=-7.77
C 1.3781 -0.2681 0.0728 1.1 -1.5 -2.0 0.349
C -0.5692 0.1659 0.0225 -6.9 5.8 0.6 0.730
C -2.0441 0.2088 0.2300 -2.9 -0.3 0.6 -0.257
C -3.0676 -0.7306 -0.1549 1.5 1.6 -0.5 -0.649
C 0.0234 1.4548 -0.1012 0.7 -0.7 -0.2 -0.564
H 2.1300 -1.8297 0.4402 1.5 1.1 -1.1 0.387
H -2.2157 1.4260 0.9701 -0.4 -4.2 -2.6 0.123
H -4.1664 -0.3445 0.0109 2.3 -1.3 -0.3 0.252
H -2.8868 -1.8410 -0.8852 -0.4 3.9 2.6 0.230
H 0.0049 2.5962 -0.0228 -1.3 -2.1 -0.2 0.270
H 2.1317 1.7652 -0.0041 -2.3 -2.7 -0.9 0.318
N 0.1899 -0.8569 0.0836 3.4 -1.4 0.5 -0.607
N 1.3117 1.0308 -0.2206 5.0 3.0 1.8 -0.080
O 2.5209 -0.9967 0.0042 -1.4 -1.3 1.7 -0.503

---

(9)
14
Properties=species:S:1:pos:R:3:forces:R:3:mulliken_charge:R:1 method="wB97M-V/def2-TZVPD" charge=0 orbital_gap_ev=7.470 e_homo_ev=-8.14
C 1.0742 0.4777 1.9908 2.1 3.7 -0.1 0.063
C 0.1454 0.1249 0.7915 2.6 -6.8 0.5 0.278
C 0.0430 -1.1565 0.1177 0.8 2.0 2.9 -0.317
C -0.8019 -1.3159 -1.0799 -3.8 3.2 1.8 -0.384
C -0.6078 1.0832 -1.2492 0.5 -2.4 -1.6 0.003
H 1.0808 -0.2546 3.0231 0.4 2.2 -3.0 0.257
H 0.4423 -2.1248 0.4669 -0.1 0.9 0.5 0.309
H -1.8853 -1.4713 -0.6400 1.8 -0.6 -1.1 0.216
H -0.4935 -2.0794 -1.7335 0.2 -0.9 -0.8 0.387
H -0.3485 1.8825 -2.0164 -0.8 -0.3 1.8 0.308
H 0.8067 2.0275 0.1890 -3.9 -3.1 0.3 0.376
N -1.0081 -0.0105 -1.8397 1.9 1.0 1.2 -0.490
N -0.1923 1.1812 0.1197 1.9 7.7 -3.8 -0.458
O 1.7451 1.6359 1.8600 -3.6 -6.6 1.3 -0.549

---

(10)
14
Properties=species:S:1:pos:R:3:forces:R:3:mulliken_charge:R:1 method="wB97M-V/def2-TZVPD" charge=0 orbital_gap_ev=8.949 e_homo_ev=-8.36
C 0.2481 0.2024 0.5340 1.8 -3.9 0.5 0.814
C 0.3355 -0.9536 -0.2106 0.2 2.2 2.2 -0.308
N 1.2932 0.7674 1.2903 -0.3 -0.4 0.0 -0.517
C -1.0003 1.0042 0.4692 1.4 -0.9 -4.0 -0.261
C 0.5555 -1.9186 -1.0562 0.2 0.1 0.2 -0.824
O -2.1828 0.3089 0.5797 -0.1 0.0 -0.3 -0.520
C -0.4210 1.1462 -1.1113 -3.7 2.7 2.3 0.219
N -0.3033 1.5892 -2.1653 0.7 -0.2 -1.0 -0.478
H -2.1218 -0.4984 0.0265 0.0 0.5 0.5 0.406
H 2.1747 0.2916 1.1659 0.0 0.0 0.0 0.269
H 1.0517 0.8189 2.2741 0.1 0.2 0.0 0.256
H -0.9841 1.9467 1.0112 -0.1 -0.1 -0.3 0.413
H 0.2837 -2.9307 -0.8069 -0.1 -0.3 0.0 0.254
H 1.0708 -1.7742 -2.0006 -0.1 0.2 -0.1 0.277

---

Calculated relative energy (zero: lowest compared OMol25 entry of this formula, charge and spin) in order - 2.9057, 4.7437, 4.2316, 5.1171, 4.4920, 4.1210, 3.1751, 4.4520, 4.4399, 4.0944 eV
Calculated E in order - -303.52929, -303.46174, -303.48056, -303.44802, -303.47100, -303.48463, -302.60842, -378.70733, -378.70778, -378.72048 hartree